[1]
Below is a molecular structure, C29H29Cl3N9OOsS2Si, with properties calculated with ωB97M-V/def2-TZVPD.

CARTESIAN COORDINATES (ANGSTROEM)
H  1.51  -3.23  -2.35
C  -5.54  2.19  -0.93
H  -1.23  -5.82  0.78
H  -6.35  2.69  -1.45
C  0.54  -0.63  3.93
H  -4.77  -0.43  -2.05
C  2.23  -0.16  1.83
C  0.89  -3.85  -1.72
N  0.18  2.03  -0.50
S  -1.81  -0.54  0.00
C  1.89  -0.51  4.19
N  -4.00  -0.82  -1.51
O  0.88  -2.09  -0.18
C  1.02  2.84  1.81
C  0.43  4.25  -0.05
C  1.32  3.99  2.51
C  -0.25  -4.00  0.32
N  4.86  -0.24  4.41
N  0.50  -3.31  -0.57
H  -5.26  2.79  -0.07
C  -4.55  -2.78  -0.09
H  -4.63  1.46  -2.77
C  -0.24  2.77  -1.52
H  -4.51  -3.87  -0.06
N  -3.23  1.33  -1.23
H  -0.68  2.37  -2.42
C  4.47  0.14  0.81
H  -3.98  2.97  -2.22
N  -0.11  4.07  -1.31
H  2.29  -0.60  5.19
H  2.75  0.55  -2.55
H  6.33  0.36  -0.23
N  6.31  0.10  2.45
C  3.08  0.07  0.67
H  -4.51  -2.67  -2.25
C  1.19  5.27  1.94
H  -5.59  -2.48  0.01
C  5.03  0.03  2.14
H  0.59  6.39  0.20
H  -0.53  -6.90  -1.38
N  0.90  -0.25  1.60
S  6.42  -0.06  4.05
H  -0.17  -0.81  4.73
H  1.43  6.14  2.52
C  2.76  -0.28  3.12
C  4.64  0.45  -1.55
H  -0.35  4.80  -1.97
H  5.20  0.59  -2.46
H  -4.00  -2.39  0.76
H  1.10  1.89  2.30
C  -0.63  -5.29  0.05
H  -0.50  -3.46  1.22
H  -2.58  1.89  -0.70
H  -2.92  -2.59  -1.51
H  -5.91  1.23  -0.57
Cl  1.30  -1.61  -3.99
Cl  0.93  1.48  -4.10
C  -0.25  -5.88  -1.15
C  0.73  5.42  0.65
H  -0.97  -0.58  2.40
C  -3.96  -2.28  -1.40
C  3.25  0.40  -1.61
C  4.19  -0.17  3.27
C  -4.36  2.01  -1.87
C  0.09  -0.50  2.62
H  0.85  -5.56  -2.98
Cl  -1.69  -0.41  -3.78
H  1.65  3.91  3.53
Si  0.22  -0.16  -2.98
N  2.48  0.21  -0.53
C  -3.12  0.03  -1.03
C  0.52  -5.15  -2.04
C  5.26  0.32  -0.33
Os  0.37  -0.06  -0.57
C  0.58  2.97  0.48

- E_tot: -4247.45832 a.u.
- Charge: +2
- Energy relative to the best compared isomer or geometry (same formula, charge and spin): 19.72 kcal/mol
- Multiplicity: 2

[2]
Below is a molecular structure, C24H36P2SiV, with properties calculated with ωB97M-V/def2-TZVPD.

CARTESIAN COORDINATES (ANGSTROEM)
C  0.32  -3.14  1.27
Si  -0.22  -0.18  -0.99
C  0.34  -0.89  4.19
C  -2.06  0.66  4.67
H  -3.04  0.80  -0.71
H  -1.52  1.46  5.18
H  -0.66  -3.22  1.77
H  1.88  1.90  -1.46
C  1.30  2.45  1.38
H  0.17  -3.40  0.20
H  -2.14  -2.34  -2.89
H  4.09  1.88  -2.55
C  -3.46  2.07  -2.40
C  -2.66  1.22  -1.64
H  0.39  3.05  -0.60
H  -1.47  2.65  3.31
C  -0.91  1.41  -3.29
H  -3.62  3.30  -4.19
C  3.49  0.97  -2.56
H  -4.47  2.32  -2.06
C  -0.73  2.53  2.51
C  -1.00  2.74  1.13
C  -2.99  2.63  -3.59
H  -3.01  1.06  4.25
C  1.44  -1.45  3.28
P  1.08  -1.44  1.44
H  -3.18  -0.82  2.56
H  0.08  1.13  -3.68
C  3.13  -1.30  -3.27
C  -1.70  2.29  -4.04
C  3.95  -0.17  -3.22
H  -1.19  -3.41  -3.95
C  2.23  0.97  -1.94
H  -2.32  -0.13  5.39
C  -2.17  -1.25  2.52
H  3.47  -2.19  -3.81
H  1.23  2.13  3.60
C  1.43  -0.18  -1.94
H  2.83  -1.36  -0.25
H  -1.98  2.95  0.69
P  -1.08  -0.04  3.32
H  1.61  -2.51  3.52
H  3.04  -2.74  0.88
H  1.25  -2.19  -2.73
H  2.40  -0.92  3.38
H  0.76  -0.15  4.90
C  1.88  -1.31  -2.65
H  -0.52  -1.83  -3.46
C  -1.44  -2.37  -3.72
H  -1.93  -1.41  1.46
H  -0.80  -1.51  -1.18
H  -2.14  -2.20  3.06
H  -1.88  -1.89  -4.60
C  -1.35  0.92  -2.06
C  2.76  -1.68  0.79
V  -0.04  0.67  1.31
H  4.92  -0.16  -3.73
C  0.69  2.32  2.67
H  -1.32  2.70  -4.98
C  0.24  2.74  0.43
H  0.99  -3.89  1.72
H  2.36  2.46  1.15
H  3.43  -1.06  1.40
H  -0.18  -1.66  4.80

- E_tot: -2851.70098 a.u.
- Charge: +2
- Energy relative to the best compared isomer or geometry (same formula, charge and spin): 0.00 kcal/mol
- Multiplicity: 2

[3]
Below is a molecular structure, C3H3LiO3Pm, with properties calculated with ωB97M-V/def2-TZVPD.

CARTESIAN COORDINATES (ANGSTROEM)
Li  1.95  -0.56  -1.41
C  -0.90  -0.35  -1.10
O  -0.73  -0.46  0.30
H  1.99  1.26  1.26
Pm  -3.25  -1.07  0.52
C  0.55  -0.23  0.85
O  0.08  -0.01  -1.75
O  -2.12  -0.44  -1.36
C  1.02  1.03  0.80
H  0.95  -1.07  1.41
H  0.45  1.90  0.48

- E_tot: -956.55606 a.u.
- Charge: +3
- Multiplicity: 5

[4]
Below is a molecular structure, C35H65BBrF7NO34P2S7, with properties calculated with ωB97M-V/def2-TZVPD.

CARTESIAN COORDINATES (ANGSTROEM)
F  -5.32  0.03  1.98
H  1.05  2.94  3.65
H  4.45  -0.78  -1.47
O  5.06  7.16  7.70
C  -3.97  -0.03  1.53
C  -3.91  -5.62  1.80
H  -0.07  -2.35  -0.06
H  1.65  2.83  0.59
O  -3.35  -4.37  -0.10
H  0.81  0.65  -3.93
C  1.14  3.43  2.64
C  -8.55  2.14  2.37
O  -9.40  1.63  1.35
F  -3.55  2.32  0.84
S  4.01  -3.79  -6.78
O  1.09  -0.83  8.09
O  3.52  1.61  -6.16
H  -1.06  1.62  -8.27
C  0.87  2.53  1.37
H  2.33  6.44  5.93
H  -0.51  -0.96  -3.37
H  0.41  -2.28  2.06
H  2.20  7.48  4.48
H  0.96  -0.85  6.04
H  0.61  0.84  4.06
C  0.60  -0.25  6.88
H  1.73  3.57  -4.43
H  -0.30  -0.62  3.41
H  3.55  -2.60  -3.73
O  3.09  8.63  7.42
H  6.99  -2.46  -7.80
S  0.03  -1.92  8.64
Br  3.07  1.08  2.62
H  -1.18  -2.57  -4.02
C  -3.52  0.91  0.59
O  2.32  -7.11  5.40
O  -1.18  -1.58  7.62
H  2.15  9.51  5.83
H  -9.07  2.15  3.33
H  1.10  -5.01  6.72
H  5.23  -3.07  -9.38
O  5.27  9.37  6.52
C  -0.42  -0.15  -0.64
F  -0.34  5.11  1.48
O  2.86  -2.97  -7.03
H  -1.40  -0.26  6.02
H  2.65  -1.97  1.23
H  -1.61  2.14  2.48
S  2.86  -5.87  4.50
O  -7.99  3.43  0.50
H  -4.44  -5.60  2.75
C  2.84  -1.75  -3.99
H  -1.49  0.88  -2.35
H  6.19  -4.56  -9.28
H  1.59  0.86  -5.89
C  2.60  7.41  5.49
H  3.40  -6.99  7.14
C  0.18  4.73  2.71
F  0.95  5.81  3.20
O  -0.97  1.72  -6.23
H  3.03  -0.35  -6.93
O  4.05  -4.77  -5.73
C  1.07  0.24  -1.15
C  -1.37  1.28  3.19
C  4.32  -0.39  -2.53
H  1.75  -2.10  -4.08
H  -3.39  2.94  -6.76
H  5.12  -0.77  -3.25
H  1.61  2.57  -6.51
H  -1.35  1.93  -0.80
H  -2.30  -1.25  -3.47
C  2.13  8.56  6.37
O  -1.49  -0.68  -5.90
S  -4.26  -5.59  -0.66
C  -1.30  -1.76  -3.23
H  -8.98  4.25  2.10
C  -1.46  2.24  -7.46
H  -3.45  2.15  -8.35
H  0.96  0.77  6.77
O  -3.39  -6.55  -1.27
B  2.01  -0.93  -1.80
S  4.54  8.19  6.85
C  5.58  -3.86  -8.71
C  -1.53  0.88  -1.21
H  4.45  0.75  -2.48
S  -2.02  0.62  -5.65
O  -2.45  1.05  -4.36
C  6.33  -3.28  -7.52
C  1.24  1.67  -1.89
H  -1.12  3.27  -7.60
O  -10.07  2.83  -0.72
C  -3.56  -4.23  1.31
O  -0.50  0.24  0.79
H  6.90  -4.05  -7.00
H  -0.14  2.72  0.85
H  -3.02  -6.25  1.90
H  -2.65  -3.84  1.79
N  2.93  -0.66  -2.98
O  -5.40  -5.04  -1.33
H  3.09  0.98  -8.18
O  2.83  -4.74  5.65
C  -0.86  -1.67  -0.53
P  1.60  -1.47  2.05
C  0.89  1.66  -3.44
H  -0.08  2.26  -3.58
H  -3.69  1.06  -1.59
H  -7.67  1.49  2.44
C  -2.97  2.14  -7.37
H  0.67  2.50  -1.39
C  2.00  2.48  -4.30
O  4.23  -6.14  4.16
H  1.54  -2.86  -1.80
O  -3.22  0.90  -6.70
O  4.02  7.51  5.47
C  2.40  -6.74  6.78
C  -0.91  -0.32  6.99
C  2.16  -5.24  6.81
C  3.57  0.62  -7.20
S  -8.93  2.24  -0.08
P  1.02  0.64  1.57
H  2.19  3.87  2.58
O  2.14  -1.54  3.52
H  -7.25  3.89  2.38
H  -1.71  -1.68  0.25
F  -3.21  -1.03  2.12
O  5.30  -2.83  -6.63
O  1.87  -5.57  3.52
F  -0.83  4.43  3.67
O  4.44  -4.52  -8.16
C  -0.02  0.46  3.17
C  -1.42  -2.42  -1.80
O  -4.73  -6.18  0.77
H  3.13  -1.37  -5.03
H  -3.30  -0.61  -0.99
H  -1.30  0.47  7.64
H  2.56  -4.78  7.71
H  -2.53  -2.66  -1.62
C  -3.03  0.48  -0.85
H  4.65  0.33  -7.41
C  -8.17  3.54  1.91
O  -8.09  1.28  -0.73
O  1.88  0.52  0.06
H  1.13  8.39  6.77
H  1.66  -7.29  7.37
H  2.35  1.94  -1.76
O  -2.24  1.04  4.07
F  -0.76  -3.72  -1.87
O  0.51  -3.23  8.34
C  2.13  1.86  -5.78
H  2.99  2.40  -3.75
H  -4.38  -3.53  1.47
O  -0.37  -1.53  9.96
O  2.11  -2.27  -1.27

- E_tot: -10753.21475 a.u.
- Charge: -1
- Multiplicity: 1

Among the records above, which one has the highest E_tot? C3H3LiO3Pm